(1)
A cluster of 8 separate species, C23H54BClN7O9 in total. Source: the OMol25 dataset; level of theory: ωB97M-V/def2-TZVPD.

Results
- Total charge: -1
- Spin multiplicity: 1
- Energy relative to the best compared isomer or geometry (same formula, charge and spin): 0.0 kcal per mole
- Gap between HOMO and LUMO: 2.94 eV
- Electronic energy: -2454.41333 Ha

Positions of all 95 atoms, in Å:
Cl: -0.619 3.655 1.324
O: 3.051 2.616 2.495
O: 8.177 4.328 5.474
O: -4.149 -1.592 -1.942
O: 11.153 -1.017 0.566
O: -11.088 -5.295 0.240
O: 0.964 2.394 -3.513
O: 5.217 1.180 1.073
O: -8.889 -3.844 -5.576
O: 4.209 4.653 2.703
N: 7.354 0.963 0.435
N: -10.064 -4.853 -3.947
N: -5.462 -1.768 -3.754
N: 12.125 -0.309 -1.326
N: -0.465 0.678 -3.643
N: -11.379 -3.638 1.721
N: 7.177 5.675 6.960
C: 6.063 6.267 7.668
C: -13.336 -4.909 0.961
C: 8.779 1.224 0.468
C: 1.919 4.776 1.527
C: -10.521 -2.501 -4.461
C: -12.122 -2.763 2.603
C: -1.437 -0.283 -3.166
C: -9.758 -3.783 -4.719
C: -4.678 -2.300 -2.779
C: 13.137 -0.268 -2.360
C: 0.591 4.698 2.336
C: 13.220 -2.073 -0.012
C: 0.166 1.668 -2.940
C: -4.501 -3.804 -2.780
C: 5.780 4.211 5.576
C: -11.032 -4.938 -2.866
C: -6.188 -2.455 -4.806
C: -0.178 1.800 -1.478
C: 12.080 -1.100 -0.220
C: 6.384 1.504 1.221
C: -11.848 -4.641 0.937
C: 6.800 2.507 2.269
C: 7.139 4.723 5.980
B: 3.069 3.990 2.240
H: -2.380 -0.182 -3.707
H: -13.670 -5.180 1.963
H: -10.553 -5.221 -1.937
H: 13.918 -0.990 -2.145
H: -1.073 -1.305 -3.304
H: -13.899 -4.034 0.635
H: 9.102 1.644 -0.492
H: 6.134 6.080 8.742
H: 14.173 -1.549 0.075
H: -11.779 -2.865 3.633
H: -10.380 -3.511 1.660
H: 5.153 5.013 5.189
H: -6.042 -3.527 -4.736
H: -10.153 -1.749 -5.153
H: -13.536 -5.734 0.284
H: -0.195 0.644 -4.613
H: -9.529 -5.677 -4.168
H: 0.066 0.880 -0.946
H: -1.240 2.006 -1.341
H: -11.797 -5.683 -3.098
H: 7.497 2.073 2.987
H: 9.345 0.311 0.650
H: 5.131 5.843 7.311
H: 4.206 5.556 2.386
H: 0.744 4.024 3.192
H: 13.288 -2.780 -0.839
H: 11.339 0.317 -1.406
H: 5.893 2.828 2.775
H: -7.255 -2.257 -4.731
H: 1.777 4.317 0.538
H: 12.710 -0.508 -3.335
H: 3.431 2.146 1.742
H: -1.641 -0.135 -2.112
H: 7.003 0.307 -0.245
H: 6.027 7.347 7.512
H: -5.850 -2.125 -5.790
H: -5.459 -4.313 -2.665
H: 5.275 3.745 6.424
H: 8.109 5.980 7.190
H: -5.533 -0.763 -3.703
H: 2.175 5.836 1.348
H: -11.590 -2.641 -4.622
H: 13.026 -2.617 0.907
H: -10.368 -2.153 -3.439
H: -3.855 -4.060 -1.945
H: -4.040 -4.145 -3.708
H: -13.179 -3.010 2.570
H: 13.594 0.721 -2.421
H: 7.273 3.381 1.818
H: 9.005 1.945 1.247
H: 0.385 2.616 -1.039
H: -12.006 -1.719 2.306
H: 5.903 3.472 4.791
H: -11.518 -3.978 -2.726

Löwdin atomic charge list, values in e, 4 entries:
1. Cl 0.264
2. O 0.101
3. O 0.022
4. O 0.031

***

(2)
A cluster of 4 separate species, C23H54F5N3O13P3 in total at a distorted geometry. Source: the OMol25 dataset; level of theory: ωB97M-V/def2-TZVPD.

Results
- Total charge: +1
- Spin multiplicity: 1
- Gap between HOMO and LUMO: 7.29 eV
- Electronic energy: -3574.54382 Ha

Positions of all 101 atoms, in Å:
P: 4.049 0.991 -1.782
P: -3.387 -2.187 -2.340
P: -1.022 -4.423 5.789
F: -0.527 5.713 -0.887
F: -0.478 5.207 -3.784
F: -1.432 3.940 -2.350
F: -2.544 6.491 -1.347
F: -2.626 5.268 -3.584
O: 4.662 -0.441 -2.160
O: -1.574 -5.902 6.131
O: 4.551 1.811 -3.073
O: 2.565 0.578 -2.280
O: -4.498 -3.165 -1.719
O: -3.739 -2.371 -3.893
O: 3.126 6.645 -1.341
O: 3.823 1.940 -0.677
O: -1.988 -1.749 -2.203
O: -1.307 -4.392 4.203
O: -1.952 -3.502 6.459
O: -4.264 -0.859 -2.021
O: 0.508 -4.918 5.739
N: 1.332 8.455 -2.313
N: -0.731 7.399 -2.442
N: 0.106 8.326 -0.383
C: -1.315 6.225 -1.838
C: -3.530 -4.778 -4.313
C: -1.501 5.107 -2.937
C: 1.417 -4.469 6.771
C: 0.243 8.053 -1.675
C: 0.988 -4.928 8.149
C: -1.093 -3.178 3.482
C: 3.957 -1.712 -0.177
C: 1.991 7.531 -3.261
C: 1.406 0.954 -1.539
C: -3.923 -2.933 0.659
C: -4.192 -3.876 -0.495
C: 0.383 -2.881 3.280
C: 5.809 2.495 -3.013
C: -3.053 -3.377 -4.649
C: 2.515 6.274 -2.579
C: 0.828 2.241 -2.082
C: -3.325 1.281 -2.646
C: 5.097 -1.323 -1.095
C: -3.967 -6.196 6.411
C: -2.616 -6.111 7.088
C: 6.990 1.545 -3.082
C: -3.652 0.322 -1.520
H: -4.744 -2.226 0.777
H: 5.516 -2.203 -1.577
H: -4.146 -5.325 5.780
H: 2.851 8.069 -3.662
H: 4.288 -2.454 0.548
H: -4.765 -6.265 7.151
H: 5.856 3.105 -2.106
H: -2.605 -5.333 7.851
H: 7.922 2.101 -3.183
H: 3.284 5.816 -3.208
H: -1.577 -3.306 2.515
H: 2.394 -4.877 6.519
H: -3.334 -4.533 -0.663
H: 1.368 7.278 -4.115
H: -4.617 -4.837 -4.366
H: 1.743 -4.666 8.890
H: -3.798 -3.491 1.587
H: -3.100 -5.503 -5.004
H: 0.007 2.584 -1.461
H: -1.975 -3.287 -4.492
H: 1.496 -3.379 6.735
H: 5.828 3.171 -3.867
H: 3.125 -2.120 -0.750
H: -5.051 -4.508 -0.281
H: 7.059 0.936 -2.178
H: -2.762 0.082 -0.938
H: 1.593 3.021 -2.124
H: -2.733 0.796 -3.423
H: -4.242 1.638 -3.119
H: -0.766 8.577 0.058
H: -2.391 -7.055 7.587
H: 5.900 -0.842 -0.532
H: -2.773 2.138 -2.268
H: -4.014 -7.076 5.768
H: 1.748 5.510 -2.433
H: 0.896 -3.750 2.870
H: 2.909 5.975 -0.682
H: 3.577 -0.845 0.373
H: -3.236 -5.064 -3.301
H: 0.907 8.200 0.221
H: -1.448 8.043 -2.769
H: 0.462 2.095 -3.100
H: -3.252 -3.158 -5.697
H: 1.632 1.043 -0.477
H: 0.869 -2.632 4.227
H: 0.683 0.144 -1.647
H: 0.836 -6.007 8.163
H: 0.513 -2.035 2.604
H: 2.001 8.842 -1.651
H: -1.589 -2.348 3.994
H: -4.368 0.783 -0.837
H: 6.887 0.865 -3.926
H: -3.015 -2.346 0.489
H: 0.044 -4.463 8.447

Löwdin atomic charge list, values in e, 4 entries:
1. P 0.457
2. P 0.456
3. P 0.455
4. F 0.161

***

(3)
A structure of composition C23H54IN2O4S2 at a distorted geometry. Source: the OMol25 dataset; level of theory: ωB97M-V/def2-TZVPD.

Results
- Total charge: -1
- Spin multiplicity: 1
- Gap between HOMO and LUMO: 8.25 eV
- Electronic energy: -2413.32750 Ha

Positions of all 86 atoms, in Å:
I: -3.365 3.975 0.569
S: -3.710 1.518 4.572
S: -1.135 0.526 4.636
O: -0.488 1.574 3.773
O: -0.120 0.033 5.620
O: -4.353 0.294 4.018
O: -4.683 2.287 5.408
N: -1.155 -0.416 1.222
N: -2.420 1.105 5.555
C: -3.161 2.666 3.270
C: 4.904 -3.626 -1.956
C: -2.264 -5.197 -1.534
C: -2.230 -3.884 -0.751
C: -1.581 -0.936 3.644
C: -0.673 -4.670 1.112
C: 2.820 6.766 -0.687
C: 2.673 -3.239 -3.194
C: 5.747 -3.849 -3.207
C: 1.611 6.064 -1.301
C: -1.132 -5.363 -2.546
C: -2.181 -0.614 2.262
C: 2.539 8.206 -0.271
C: 3.440 -4.027 -2.131
C: -0.941 -3.630 0.030
C: -1.147 -4.308 -3.646
C: 1.956 -1.294 -1.703
C: 0.405 5.913 -0.372
C: -5.394 2.234 1.991
C: 2.647 -1.724 -2.994
C: -4.316 3.254 2.423
C: 1.109 3.718 0.727
C: 0.674 5.165 0.934
H: 1.644 -3.610 -3.220
H: -2.767 -1.499 1.959
H: -0.657 -1.504 3.478
H: 2.200 8.799 -1.124
H: -5.994 2.686 1.194
H: 1.921 5.078 -1.659
H: 3.092 -3.455 -4.182
H: -1.004 -3.304 -3.243
H: 0.354 3.162 0.167
H: -1.681 -0.340 0.357
H: 1.930 -0.205 -1.630
H: 4.978 -2.581 -1.645
H: 3.191 6.203 0.174
H: 3.444 8.672 0.124
H: -3.075 -3.875 -0.054
H: -2.243 -6.040 -0.838
H: -4.929 1.302 1.651
H: 3.392 -5.091 -2.388
H: -1.009 -2.648 0.503
H: -0.389 5.392 -0.919
H: 6.789 -3.584 -3.016
H: -1.499 -4.710 1.826
H: 1.425 5.693 1.529
H: 2.117 -1.273 -3.838
H: 0.235 -4.419 1.663
H: 0.927 -1.656 -1.671
H: 3.663 -1.319 -3.018
H: -0.693 0.484 1.311
H: -2.890 0.222 2.259
H: -2.275 -1.560 4.215
H: -2.399 -3.046 -1.435
H: 5.328 -4.218 -1.140
H: 2.056 3.654 0.185
H: -0.244 5.168 1.527
H: 1.293 6.618 -2.191
H: 5.400 -3.236 -4.042
H: -0.340 -4.496 -4.359
H: -4.752 4.151 2.869
H: -1.221 -6.351 -3.008
H: 5.717 -4.897 -3.516
H: -0.163 -5.349 -2.037
H: -0.084 -3.582 -0.651
H: -2.660 3.498 3.784
H: -6.012 2.019 2.874
H: -3.223 -5.267 -2.058
H: -0.536 -5.669 0.691
H: 0.003 6.903 -0.134
H: -2.091 -4.329 -4.195
H: -2.404 2.237 2.606
H: 1.776 8.259 0.508
H: 3.630 6.769 -1.423
H: 1.246 3.222 1.689
H: 2.931 -3.929 -1.167
H: 2.477 -1.668 -0.821

Löwdin atomic charge list, values in e, 4 entries:
1. I 0.771
2. S 0.565
3. S 0.587
4. O -0.399

***

no.,highest occupied orbital energy (Eh)
1,-0.0545
2,-0.4206
3,-0.2225